ORCA calculation (wB97M-V/def2-TZVPD) on a 2-piece molecular cluster, CH9N3 overall.

The HOMO energy is -9.35 eV. The LUMO energy is 0.63 eV. As for the energy above the lowest of the compared OMol25 structures with the same formula, charge and spin: 0.7242 eV. As for the SMILES: NCN.N.

Geometry as XYZ:
```
13
Properties=species:S:1:pos:R:3:forces:R:3:lowdin_charge:R:1
N -0.8042 2.4079 -1.6449 0.66 -0.33 0.93 0.004
H 0.2042 2.5851 -1.6683 -0.46 0.26 -0.73 0.011
H -0.8094 1.6191 -0.9990 -0.57 0.03 -0.13 -0.018
H -1.1606 2.0756 -2.5329 0.38 0.03 -0.06 0.005
N -0.2668 -0.6677 1.8859 1.62 0.49 -0.15 -0.019
C 0.7346 -1.0010 0.8123 0.25 1.22 0.51 -0.400
N 0.1540 -1.9862 -0.0740 -0.94 0.55 0.06 -0.002
H -0.9665 -0.0690 1.4563 -0.24 -0.11 -0.04 0.042
H 0.2905 0.0199 2.4319 -0.78 -0.61 0.07 0.070
H 1.6778 -1.2377 1.3033 -0.18 -0.96 0.01 0.100
H 0.9988 -0.0331 0.3506 -0.10 -0.17 -0.65 0.084
H -0.6633 -1.4585 -0.3809 -0.30 -0.76 -0.26 0.057
H 0.6109 -2.2543 -0.9405 0.66 0.37 0.44 0.067
```
Forces are in eV/Å.

ORCA calculation (wB97M-V/def2-TZVPD) on C66H71As3F5N6O10PSSc as an isolated structure.

The HOMO energy is -4.51 eV. The LUMO energy is 0.24 eV. Its total charge is -1.

Geometry as XYZ:
```
164
Properties=species:S:1:pos:R:3:forces:R:3:lowdin_charge:R:1
Sc -0.5343 -0.0493 -0.8166 -1.35 -0.26 0.21 0.956
C -0.6902 -2.6224 -6.3331 -0.09 0.10 0.05 -0.329
As 0.3880 -2.1953 -4.7411 -0.09 0.01 -0.11 1.162
C 1.7846 -1.2087 -5.7247 0.02 0.12 0.05 -0.334
C 1.2020 -3.9829 -4.7276 -0.07 -0.04 0.32 -0.392
C 2.0753 -4.3354 -3.5207 0.10 0.12 0.25 -0.674
C 3.3616 -3.5009 -3.5871 -0.08 -0.13 -0.10 -0.083
C 1.3539 -4.1668 -2.1478 -0.09 0.16 -0.48 -0.375
As 1.3458 -2.5608 -0.9225 0.58 -0.66 -0.02 1.155
C 3.2655 -2.6706 -0.5341 0.16 0.31 -0.08 -0.342
C 0.7033 -3.7297 0.5205 -0.17 -0.07 -0.04 -0.401
C 2.4612 -5.8259 -3.6599 0.12 0.10 0.01 -0.380
As 1.0773 -7.1817 -3.2517 0.02 -0.08 -0.05 1.119
C 2.3335 -8.6916 -3.3739 0.06 0.00 -0.04 -0.362
C 0.3219 -7.4415 -5.0523 0.01 0.04 -0.06 -0.358
H -0.0523 -2.8125 -7.1972 0.01 -0.02 0.00 0.022
H -1.3708 -1.8028 -6.5524 -0.01 0.07 -0.06 0.010
H -1.2903 -3.5093 -6.1292 0.00 0.01 0.02 0.014
H 2.3371 -1.8607 -6.4026 -0.02 -0.03 0.00 0.019
H 2.4834 -0.7360 -5.0327 -0.02 -0.04 -0.03 0.005
H 1.3019 -0.4229 -6.3102 0.00 -0.02 0.04 0.015
H 1.7757 -4.1263 -5.6493 -0.02 0.00 -0.01 0.081
H 0.3538 -4.6723 -4.7651 -0.05 0.04 0.00 0.045
H 3.1388 -2.4460 -3.4111 0.07 0.00 -0.02 0.059
H 3.8210 -3.5953 -4.5760 -0.01 0.01 0.02 0.087
H 4.0885 -3.8291 -2.8439 -0.03 0.07 0.00 0.072
H 1.8013 -4.8961 -1.4714 -0.05 -0.05 0.11 0.045
H 0.3052 -4.4506 -2.2603 -0.06 -0.03 0.01 0.050
H 3.3928 -2.3290 0.4927 -0.04 -0.12 -0.16 -0.072
H 3.8463 -2.0339 -1.2012 -0.06 -0.08 -0.08 0.014
H 3.5921 -3.7064 -0.6224 -0.02 -0.04 -0.02 0.030
H 1.5467 -4.2798 0.9335 0.01 0.00 -0.05 0.020
H -0.0299 -4.4309 0.1192 -0.04 0.03 -0.10 0.026
H 0.2600 -3.1500 1.3263 -0.07 0.00 -0.06 -0.060
H 3.2794 -6.0462 -2.9659 -0.04 -0.02 0.04 0.074
H 2.8387 -6.0208 -4.6701 0.02 -0.01 0.02 0.076
H 3.0261 -8.6628 -2.5329 -0.02 0.02 0.01 0.013
H 2.9043 -8.6455 -4.3039 -0.01 0.00 0.02 0.021
H 1.7907 -9.6357 -3.3381 -0.04 0.02 0.00 0.011
H -0.5077 -6.7581 -5.2282 0.01 0.00 0.01 0.001
H -0.0582 -8.4611 -5.1238 0.00 0.00 0.02 0.011
H 1.0800 -7.2891 -5.8230 -0.01 -0.02 0.02 0.022
C 2.7230 5.8913 5.0165 0.02 -0.02 0.07 -0.079
O 2.0665 5.2076 3.9709 0.02 -0.07 0.15 -0.087
C 2.0528 5.8055 2.7458 0.01 0.08 -0.01 -0.218
C 2.5786 7.0542 2.4763 0.03 0.11 -0.03 -0.031
C 2.5139 7.5795 1.1858 -0.02 -0.05 0.01 -0.103
C 1.9317 6.8382 0.1766 0.02 0.03 0.01 -0.094
C 1.4196 5.5713 0.4424 0.07 -0.05 -0.01 -0.018
C 1.4640 5.0378 1.7272 -0.02 -0.03 -0.33 -0.150
N 1.0170 3.7670 2.0651 0.27 -0.07 0.40 0.164
C 0.3082 2.8850 1.2613 0.11 -0.27 -0.36 -0.333
N -0.7043 3.5229 0.6318 0.00 -0.03 -0.06 0.147
C -1.7000 3.1004 -0.2549 0.15 -0.24 0.19 -0.196
C -1.9248 1.7828 -0.6307 -0.13 -0.27 -0.38 -0.121
C -3.0998 1.6055 -1.4006 -0.13 0.11 0.12 -0.155
C -3.9270 2.6299 -1.8103 -0.02 -0.13 0.00 -0.082
C -3.6171 3.9482 -1.4804 -0.02 0.05 0.03 -0.025
C -2.5146 4.1706 -0.6885 -0.17 0.02 -0.10 -0.224
O -2.1304 5.4129 -0.2448 0.01 0.17 -0.05 -0.110
C -2.7868 6.5316 -0.8022 0.07 0.03 0.04 -0.078
N 0.6084 1.6324 1.1153 0.01 -0.37 -0.13 0.158
C 1.8194 1.1264 1.7217 -0.03 0.26 0.02 -0.206
C 2.8270 0.7411 0.7210 0.01 0.13 -0.03 -0.042
C 4.0270 0.1800 0.8719 -0.15 0.00 0.21 -0.068
C 4.5842 -0.2863 2.1701 0.11 -0.01 0.05 -0.140
C 3.1810 0.3442 3.7007 0.20 -0.08 0.03 -0.109
C 2.0191 1.0301 3.0492 -0.13 -0.20 0.00 -0.207
O 1.0383 1.5069 3.8948 -0.01 0.32 -0.12 -0.121
C 1.3499 1.7335 5.2596 -0.12 0.09 -0.09 -0.075
H 2.6329 5.2610 5.8972 0.00 -0.02 0.00 0.089
H 2.2534 6.8571 5.2195 -0.03 0.01 -0.01 0.093
H 3.7811 6.0454 4.7906 0.01 -0.01 -0.03 0.100
H 3.0464 7.6341 3.2602 -0.02 -0.04 -0.01 0.099
H 2.9355 8.5560 0.9848 -0.04 -0.01 0.00 0.097
H 1.8858 7.2294 -0.8330 0.00 -0.04 0.04 0.101
H 1.0122 4.9772 -0.3662 0.02 0.07 0.04 0.109
H 1.3103 3.4059 2.9564 0.14 -0.13 0.04 0.121
H -0.7809 4.4998 0.8614 -0.04 0.00 0.15 0.122
H -3.3809 0.6134 -1.7094 0.01 -0.04 -0.08 0.064
H -4.8095 2.4123 -2.4047 0.04 0.02 0.04 0.109
H -4.2378 4.7630 -1.8289 0.02 -0.02 0.04 0.102
H -2.3003 7.4088 -0.3830 0.01 0.00 0.01 0.092
H -3.8469 6.5482 -0.5387 -0.02 -0.02 0.01 0.091
H -2.6853 6.5474 -1.8912 -0.02 -0.03 0.00 0.096
H 2.5643 1.0475 -0.2795 0.00 0.00 -0.01 0.072
H 4.6607 0.0711 -0.0004 -0.09 -0.04 0.00 0.110
H 5.5525 -0.7737 2.0608 0.01 0.02 -0.08 0.149
H 3.0695 0.3255 4.7811 0.03 0.00 -0.07 0.133
H 0.5747 2.4007 5.6330 -0.01 -0.01 -0.02 0.087
H 2.3188 2.2209 5.3824 0.04 0.05 0.01 0.097
H 1.3291 0.8070 5.8386 0.02 0.00 -0.01 0.093
C -4.5930 -1.3198 4.4097 0.08 -0.07 -0.05 -0.041
C -3.9821 -2.5608 3.8019 -0.02 0.02 -0.03 -0.251
C -4.3466 -3.7825 4.3730 -0.02 0.00 0.01 -0.062
C -3.8526 -4.9947 3.9226 0.00 -0.01 0.00 -0.093
C -2.9705 -5.0119 2.8544 -0.03 0.02 -0.04 -0.083
C -2.5942 -3.8123 2.2768 0.02 0.06 0.03 -0.094
C -3.0728 -2.5758 2.7296 0.35 -0.18 0.04 -0.287
P -2.3874 -1.1823 1.7082 -0.60 0.23 0.23 1.152
C -2.6848 0.3538 2.6679 0.07 0.04 -0.01 -0.330
C -3.4595 1.3951 2.1571 0.01 -0.03 0.07 -0.102
C -3.5787 2.5995 2.8357 -0.01 0.02 -0.02 -0.081
C -2.9326 2.7668 4.0500 -0.03 0.03 0.03 -0.083
C -2.1532 1.7386 4.5586 -0.01 -0.04 -0.01 -0.062
C -1.9877 0.5365 3.8760 -0.03 0.04 -0.03 -0.287
C -1.0672 -0.5151 4.4314 0.00 -0.06 -0.12 -0.050
C -3.6936 -1.2281 0.4182 0.19 0.09 -0.19 -0.326
C -5.0344 -0.9371 0.6610 -0.03 0.01 0.01 -0.097
C -5.9633 -0.9285 -0.3650 -0.05 0.01 0.02 -0.093
C -5.5472 -1.2298 -1.6590 0.04 0.02 -0.05 -0.087
C -4.2318 -1.5695 -1.9075 0.01 -0.08 0.01 -0.071
C -3.2732 -1.5981 -0.8788 -0.17 -0.24 0.18 -0.349
C -1.8821 -1.9823 -1.1540 0.49 0.99 0.12 -0.249
H -5.5328 -1.5750 4.9011 0.02 -0.01 0.00 0.077
H -4.7851 -0.5442 3.6755 -0.02 0.03 0.03 0.053
H -3.9280 -0.8862 5.1610 -0.01 0.02 -0.02 0.084
H -5.0489 -3.7733 5.2003 0.02 0.02 -0.02 0.105
H -4.1576 -5.9183 4.4010 0.00 0.04 -0.01 0.097
H -2.5714 -5.9456 2.4770 -0.01 0.03 0.00 0.102
H -1.9005 -3.8261 1.4435 -0.01 -0.03 0.07 0.066
H -3.9758 1.2659 1.2167 0.03 0.03 -0.03 0.087
H -4.1714 3.4021 2.4100 0.01 -0.05 0.02 0.103
H -3.0317 3.6959 4.6011 0.02 -0.03 -0.03 0.097
H -1.6495 1.8707 5.5104 -0.01 -0.01 -0.02 0.098
H -0.1730 -0.6166 3.8055 -0.10 -0.09 0.02 0.053
H -1.5361 -1.4992 4.4722 -0.02 0.00 0.05 0.070
H -0.7460 -0.2506 5.4400 -0.02 -0.01 -0.02 0.076
H -5.3628 -0.6964 1.6661 0.04 0.00 -0.04 0.095
H -6.9989 -0.6828 -0.1618 0.03 0.00 0.00 0.093
H -6.2584 -1.1994 -2.4776 0.03 -0.02 0.02 0.102
H -3.9081 -1.8006 -2.9168 -0.04 -0.01 0.04 0.109
H -1.7598 -2.3826 -2.1579 0.10 0.00 -0.11 0.030
H -1.4912 -2.6685 -0.4081 -0.02 -0.16 -0.04 -0.025
F 6.9008 -0.1642 5.8987 0.02 -0.01 0.08 0.096
C 5.9256 -0.2522 4.9778 0.08 -0.07 0.05 -0.144
C 5.3025 -1.5665 4.8772 0.02 -0.06 0.09 -0.144
F 5.8717 -2.4847 5.6918 0.04 0.04 0.00 0.078
C 4.2943 -1.9348 4.0857 0.06 0.40 0.00 -0.219
F 3.9687 -3.2211 4.1748 -0.08 -0.16 -0.05 0.057
C 3.5338 -1.0733 3.0897 -0.36 0.10 -0.05 -0.606
S 2.1579 -2.0099 2.4136 0.16 0.40 0.61 0.672
C 4.5479 0.8726 3.2087 -0.11 -0.26 -0.06 -0.297
F 4.5436 2.1486 2.6959 0.09 0.00 0.06 0.073
C 5.6200 0.8172 4.2605 -0.09 0.07 -0.13 -0.120
F 6.2738 1.9644 4.4919 0.04 0.08 0.00 0.103
O 0.6669 6.0240 -4.9939 -0.02 -0.05 0.01 0.067
N -0.3496 5.4265 -5.2996 -0.02 0.09 -0.02 -0.360
O -1.1908 5.8553 -6.0690 0.01 -0.05 0.03 0.071
C -0.5764 4.1172 -4.7061 -0.06 -0.02 -0.04 -0.133
C 0.3544 3.5962 -3.8524 0.25 0.08 0.13 0.098
C 0.1383 2.3465 -3.2981 -0.53 0.05 -0.30 -0.054
C -1.0461 1.5429 -3.5609 0.19 -0.07 0.14 -0.279
O -1.2336 0.4504 -3.0145 -0.14 -0.51 0.33 -0.077
C -1.9827 2.1856 -4.4714 0.29 0.13 0.01 -0.035
C -1.7467 3.4164 -5.0048 -0.11 0.06 -0.11 0.094
N -3.2698 1.5781 -4.8170 -0.30 -0.01 -0.08 -0.338
O -3.4857 0.4312 -4.5034 0.20 -0.15 0.02 0.102
O -4.0751 2.2780 -5.4164 0.11 0.02 0.05 0.052
N 1.1320 1.8591 -2.4253 -0.15 -0.19 0.01 -0.271
O 1.0325 0.7026 -1.9467 0.49 0.04 -0.19 -0.132
O 2.0901 2.5226 -2.1587 0.76 0.64 0.01 0.133
H 1.2494 4.1494 -3.6099 0.00 0.01 -0.01 0.137
H -2.4861 3.8555 -5.6556 -0.02 0.03 -0.01 0.133
```
Forces are in eV/Å.

ORCA calculation (wB97M-V/def2-TZVPD) on an isolated ion of composition C6H12N3O2 and charge +1.

The HOMO energy (spin up / spin down) is -8.70 / -13.57 eV. The multiplicity is 3. The LUMO energy (spin up / spin down) is -3.19 / -5.95 eV. As for the energy above the lowest of the compared OMol25 structures with the same formula, charge and spin: 1.0350 eV. Its total charge is +1.

Geometry as XYZ:
```
23
Properties=species:S:1:pos:R:3:forces:R:3:lowdin_charge:R:1
C 1.6260 -0.9572 1.0362 4.19 -5.20 4.48 -0.007
C 0.7967 -0.1256 0.3292 -4.95 3.25 -3.03 -0.107
C 2.8613 0.4779 -0.1477 0.38 -1.42 -0.02 -0.339
C -2.4220 1.6183 0.3682 -0.92 -2.70 0.42 -0.052
C -2.5362 -1.2979 -0.7554 1.58 1.94 -0.43 -0.016
C -0.7038 -0.0786 0.2706 1.56 1.24 -1.54 -0.359
N 2.9330 -0.6582 0.6692 -2.39 3.25 -2.91 0.155
N 1.6059 0.7623 -0.3709 -2.87 1.75 0.08 0.212
N 3.8591 1.0300 -0.7974 2.01 -1.03 -0.55 0.227
O -0.9915 1.3241 0.2346 -1.52 -1.37 0.33 -0.117
O -1.1674 -0.8139 -0.8081 0.21 0.17 -0.99 -0.088
H 1.5943 -1.7301 1.8046 -0.98 0.58 -0.31 0.138
H -2.3902 2.6189 0.6195 -0.52 2.40 -0.65 0.058
H -3.0194 1.2306 1.3006 1.79 -0.23 -1.22 0.131
H -3.0291 1.2002 -0.5090 1.07 1.54 0.93 0.110
H -2.5259 -2.2868 -0.4826 -0.08 -2.38 1.03 0.070
H -2.8657 -1.2537 -1.7650 -0.64 0.31 -0.72 0.098
H -3.0718 -0.6599 -0.0902 -0.83 -0.10 0.30 0.060
H -1.1037 -0.5482 1.1006 -0.85 -0.54 2.44 0.142
H 3.7154 -1.0192 1.0513 3.00 -1.28 1.36 0.118
H 1.1216 1.6311 -0.7629 1.35 -1.52 0.48 0.234
H 4.7290 0.4327 -0.7438 -1.12 1.43 -0.39 0.172
H 3.6206 1.4235 -1.7220 0.51 -0.08 0.88 0.161
```
Forces are in eV/Å.

ORCA calculation (wB97M-V/def2-TZVPD) on C29H33Cl2N2O4P2Ti as an isolated structure.

The HOMO energy is -10.66 eV. The LUMO energy is -3.42 eV. As for the energy above the lowest of the compared OMol25 structures with the same formula, charge and spin: 0.0000 eV. Its total charge is +1.

Geometry as XYZ:
```
73
Properties=species:S:1:pos:R:3:forces:R:3:lowdin_charge:R:1
Ti 0.1265 -0.1109 -0.3129 0.06 -0.08 -0.15 0.940
O 0.1639 1.7257 -0.9876 0.09 -0.02 0.04 -0.289
C 0.8242 2.8179 -0.6367 -0.03 0.06 -0.04 -0.324
C 0.2398 4.0800 -0.8125 -0.05 -0.03 -0.03 -0.006
C 0.9049 5.2217 -0.4253 0.06 -0.02 0.03 -0.046
C 2.1932 5.1614 0.1203 -0.05 0.00 -0.02 -0.070
C 2.8062 3.9376 0.2314 0.03 -0.01 0.01 -0.029
C 2.1353 2.7619 -0.1376 0.05 -0.07 0.01 -0.153
C 2.8424 1.5144 -0.1556 0.00 0.06 -0.01 -0.042
N 2.3013 0.3710 -0.3558 -0.08 -0.04 -0.03 -0.032
C 3.1793 -0.7720 -0.5630 0.06 -0.03 0.00 -0.169
C 2.5391 -1.5397 -1.6986 0.03 0.00 0.01 -0.172
N 1.1803 -1.8421 -1.2442 0.03 0.07 0.02 -0.040
C 0.8661 -3.0891 -1.2156 -0.06 -0.03 0.00 -0.083
C -0.3397 -3.6714 -0.7123 0.07 0.03 -0.01 -0.171
C -0.5062 -5.0637 -0.7860 0.00 -0.02 0.00 -0.024
C -1.6391 -5.6641 -0.2929 -0.01 0.03 0.01 -0.072
C -2.6261 -4.8604 0.2899 0.03 -0.01 -0.01 -0.049
C -2.4825 -3.4919 0.3754 -0.02 0.01 0.01 0.001
C -1.3295 -2.8663 -0.1240 -0.01 0.01 -0.03 -0.346
O -1.2070 -1.5641 -0.0562 0.06 0.01 0.05 -0.312
H -0.7495 4.1363 -1.2439 -0.01 0.01 0.00 0.108
H 0.4235 6.1828 -0.5515 0.00 0.00 0.00 0.114
H 2.7048 6.0657 0.4168 0.00 0.00 0.00 0.108
H 3.8228 3.8620 0.6009 0.00 0.01 0.00 0.120
H 3.9286 1.5672 -0.0484 -0.01 0.00 -0.01 0.147
H 3.1941 -1.3990 0.3326 0.00 0.01 -0.01 0.105
H 4.1993 -0.4629 -0.8019 -0.01 0.01 0.01 0.130
H 3.0943 -2.4490 -1.9374 -0.02 0.00 -0.01 0.125
H 2.4958 -0.9065 -2.5890 0.00 -0.01 0.00 0.127
H 1.5976 -3.8026 -1.6029 0.00 0.00 0.00 0.141
H 0.2777 -5.6596 -1.2398 0.00 -0.01 0.00 0.120
H -1.7675 -6.7351 -0.3490 0.00 -0.01 0.00 0.108
H -3.5219 -5.3215 0.6857 -0.01 0.00 0.00 0.114
H -3.2495 -2.8802 0.8327 0.00 0.00 0.01 0.112
C -1.6156 -1.7574 -3.3731 0.04 0.01 0.03 -0.224
P -1.2051 -0.1467 -2.6286 -0.08 0.00 -0.06 0.873
C -0.5837 0.8258 -4.0347 0.04 -0.02 0.06 -0.234
C -2.8629 0.5859 -2.3184 0.03 -0.01 0.09 -0.367
C -3.3916 0.2227 -0.9245 0.05 0.00 -0.08 -0.359
P -2.2078 0.8286 0.3410 -0.18 0.00 0.06 0.902
C -2.8046 0.2082 1.9367 0.08 0.03 -0.03 -0.206
C -2.6395 2.5949 0.3844 0.09 -0.01 0.02 -0.216
H -2.1631 -2.3690 -2.6558 -0.01 -0.01 -0.01 0.046
H -0.7016 -2.2865 -3.6435 -0.01 -0.01 -0.01 0.047
H -2.2238 -1.6200 -4.2679 0.00 -0.01 0.00 0.057
H -1.3195 0.8780 -4.8379 0.00 0.00 -0.01 0.056
H 0.3292 0.3682 -4.4181 -0.01 0.00 -0.03 0.048
H -0.3419 1.8304 -3.6888 -0.01 0.01 -0.01 0.041
H -3.5519 0.2684 -3.1043 0.00 0.00 0.00 0.095
H -2.7484 1.6690 -2.4088 0.00 0.00 -0.02 0.078
H -3.4941 -0.8576 -0.8179 -0.01 0.01 0.02 0.074
H -4.3706 0.6757 -0.7532 -0.01 -0.01 0.00 0.096
H -2.2785 0.7596 2.7165 -0.03 -0.01 0.02 0.049
H -2.5630 -0.8482 2.0308 -0.01 -0.01 0.00 0.038
H -3.8785 0.3629 2.0447 0.00 0.00 0.01 0.059
H -3.6588 2.7094 0.7561 -0.01 -0.01 0.00 0.061
H -2.5815 3.0166 -0.6171 -0.02 0.00 -0.01 0.033
H -1.9497 3.1319 1.0293 -0.01 0.02 0.01 0.033
Cl 3.9694 -0.0475 6.2140 -0.02 0.01 -0.02 0.702
C 2.9316 -0.0903 4.8308 -0.02 -0.06 -0.02 -0.657
C 2.7175 -1.2950 4.1709 0.03 0.07 0.06 -0.101
C 1.8984 -1.3256 3.0616 -0.01 -0.07 -0.03 -0.550
Cl 1.6313 -2.8314 2.2445 0.00 0.02 0.03 0.780
C 1.2648 -0.1727 2.5694 0.13 -0.18 -0.04 -0.316
O 0.5383 -0.2638 1.4756 -0.26 0.19 0.08 -0.216
C 1.4710 1.0252 3.2708 0.02 0.14 0.07 -0.104
C 0.7836 2.2849 2.9374 -0.08 -0.02 -0.01 -0.171
O -0.1266 2.4034 2.1510 0.01 -0.01 -0.01 0.037
C 2.3104 1.0556 4.3859 0.02 -0.01 0.00 -0.049
H 3.1897 -2.2018 4.5216 0.00 -0.01 -0.01 0.115
H 1.1420 3.1637 3.5046 0.04 -0.01 0.01 0.137
H 2.4629 1.9911 4.9096 0.00 0.00 0.00 0.120
```
Forces are in eV/Å.

ORCA calculation (wB97M-V/def2-TZVPD) on BrH5N3OP as an isolated structure.

The HOMO energy (spin up / spin down) is -10.23 / -10.23 eV. The LUMO energy (spin up / spin down) is -3.41 / -3.42 eV. As for the energy above the lowest of the compared OMol25 structures with the same formula, charge and spin: 1.8811 eV.

Geometry as XYZ:
```
11
Properties=species:S:1:pos:R:3:forces:R:3:lowdin_charge:R:1
N 0.2954 1.1057 0.9970 -1.91 2.69 1.72 -0.124
N 0.8913 -1.2199 -0.0032 -4.25 3.10 -0.71 -0.033
N -1.1065 0.3359 -1.0918 2.10 2.18 -1.63 -0.123
O -1.5468 -0.7498 1.2181 1.01 -0.09 -1.77 -0.319
P -0.4577 -0.2323 0.3190 0.99 -1.42 2.55 0.281
Br 0.6994 0.8764 -2.8336 -2.06 -0.66 2.18 0.192
H 0.5070 0.9477 2.0106 0.35 -0.66 -1.30 0.067
H -0.4329 1.9048 1.2033 1.50 -1.80 -1.34 0.104
H 1.1661 -1.9993 0.4381 0.77 -3.21 2.00 0.003
H 1.5547 -0.7336 -0.5017 1.93 0.95 -1.24 -0.031
H -1.5699 -0.2356 -1.7557 -0.43 -1.06 -0.47 -0.017
```
Forces are in eV/Å.